No. 1
Entry from the Open Molecules 2025 dataset: an isolated molecule of C5H3NO2S2 (the ωB97M-V functional and the def2-TZVPD basis).

Properties
Structure (SMILES) = O=S1(=O)C2=CSC=C=CN21
LUMO = -0.0340 Eh
Orbital gap = 8.04 eV

Cartesian coordinates (Å):
C  -0.3098  0.9189  2.1130
C  0.8883  1.2754  -0.3508
C  -0.4670  -0.3195  1.6134
C  -0.2447  0.6376  -0.9675
C  -0.7660  -1.0761  0.5628
N  -1.0900  -0.4962  -0.6742
O  1.1615  -1.6047  -1.3927
O  -0.5260  -1.1376  -3.1294
S  1.1742  1.7025  1.4585
S  0.1530  -0.7043  -1.9070
H  -0.6618  1.4483  3.0173
H  1.6294  1.5806  -0.9970
H  -0.9412  -2.2248  0.6535



No. 2
Entry from the Open Molecules 2025 dataset: the ion C5H3NOS2 with charge -2 (the ωB97M-V functional and the def2-TZVPD basis).

Properties
Net charge = -2
<S²> = 2.012
LUMO (spin up / spin down) = 0.2140 / 0.2112 Eh
Orbital gap (spin up / spin down) = 2.66 / 5.43 eV
2S+1 = 3

Cartesian coordinates (Å):
C  0.8538  -1.1579  -0.2030
C  -0.2514  -1.3435  0.5765
C  1.1190  0.0480  -0.7542
C  -1.0125  -0.3278  1.0206
C  -0.7558  1.2862  0.1634
N  0.3718  1.2123  -0.5285
O  -1.5123  2.2105  0.3163
S  -2.3586  -0.5629  1.9564
S  0.7681  2.6784  -1.3986
H  1.3236  -2.0360  -0.4738
H  -0.3825  -2.3854  0.8386
H  1.8368  0.3781  -1.5137



No. 3
Entry from the Open Molecules 2025 dataset: an isolated molecule of C5H3NS (the ωB97M-V functional and the def2-TZVPD basis).

Properties
LUMO = -0.0536 Eh
Orbital gap = 6.96 eV

Cartesian coordinates (Å):
C  -2.2313  -0.8860  -0.0051
C  -2.4233  0.4483  -0.0085
C  -0.8921  -1.1206  0.0008
C  0.8964  0.3580  0.0080
C  2.2078  0.5835  0.0122
N  0.2772  -0.8622  0.0275
S  -0.3152  1.6840  -0.0036
H  -3.0312  -1.6020  -0.0370
H  2.5653  1.5969  -0.0112
H  2.9465  -0.1997  0.0169



No. 4
Entry from the Open Molecules 2025 dataset: a cluster of 2 separate species, C5H3NS in total (the ωB97M-V functional and the def2-TZVPD basis).

Properties
LUMO = -0.0065 Eh
Orbital gap = 8.93 eV

Cartesian coordinates (Å):
C  -0.9682  1.7774  -0.9608
C  -2.1454  0.5516  1.2076
C  -0.6116  0.7372  -0.4689
C  1.1529  -0.7082  0.0188
C  2.2516  -1.3318  0.2418
N  -0.0353  -0.4151  -0.1062
S  -3.3399  -0.2159  0.5468
H  -1.6201  2.6039  -1.1738
H  2.5198  -1.1712  1.2892
H  2.7961  -1.8280  -0.5945



No. 5
Entry from the Open Molecules 2025 dataset: a structure of composition C5H3O3Sr (the ωB97M-V functional and the def2-TZVPD basis).

Properties
Net charge = +2
<S²> = 0.762
LUMO (spin up / spin down) = -0.3389 / -0.3389 Eh
Orbital gap (spin up / spin down) = 6.38 / 5.90 eV
2S+1 = 2

Cartesian coordinates (Å):
C  -2.1310  -0.0588  -0.8471
C  -2.6790  0.8646  -0.1463
O  -3.2581  1.7425  0.3806
C  -1.1186  -1.1008  -0.9851
C  0.1267  -0.7875  -0.2247
O  1.0479  -0.1610  -0.7349
C  3.3208  1.7936  2.9991
O  3.4277  1.4432  1.9227
Sr  3.3527  0.6305  -0.4036
H  -1.4815  -2.1089  -0.7352
H  -0.8028  -1.1381  -2.0509
H  0.1951  -1.1193  0.8255



No. 6
Entry from the Open Molecules 2025 dataset: an isolated molecule of C5H4 (the ωB97M-V functional and the def2-TZVPD basis).

Properties
Structure (SMILES) = C#CC#CC
LUMO = 0.0356 Eh
Orbital gap = 10.24 eV

Cartesian coordinates (Å):
C  -2.0002  -0.1387  0.0785
C  -0.5750  -0.4353  0.0176
C  0.6314  -0.4462  -0.0333
C  1.9715  -0.1219  -0.0800
C  3.0794  0.3527  -0.1173
H  -2.4874  -0.5894  0.9465
H  -2.5254  -0.4545  -0.8261
H  -2.0963  0.9492  0.1639
H  4.0021  0.8842  -0.1496



No. 7
Entry from the Open Molecules 2025 dataset: an isolated molecule of C5H4 (the ωB97M-V functional and the def2-TZVPD basis).

Properties
LUMO (spin up / spin down) = -0.0398 / -0.0398 Eh
Orbital gap (spin up / spin down) = 8.04 / 8.04 eV

Cartesian coordinates (Å):
C  1.3480  -0.9928  -0.3781
C  0.1871  -0.2277  0.0383
C  -0.8011  0.4467  0.3635
C  -1.9195  1.1533  0.7790
C  -2.8940  1.9345  0.9748
H  2.2641  -0.3941  -0.3622
H  1.2138  -1.4395  -1.3682
H  1.4741  -1.8110  0.3430
H  -0.8725  1.3306  -0.3900



No. 8
Entry from the Open Molecules 2025 dataset: a structure of composition C5H4 (the ωB97M-V functional and the def2-TZVPD basis).

Properties
LUMO = 0.0442 Eh
Orbital gap = 10.33 eV

Cartesian coordinates (Å):
C  0.6744  0.5142  0.6103
C  -0.7558  0.4901  0.5144
C  0.8331  -0.1468  -0.6579
C  -0.6193  -0.2273  -0.7862
C  0.0601  -0.9482  0.5015
H  1.3728  0.7249  1.2918
H  -1.5106  0.6449  1.1615
H  1.5728  -0.4561  -1.2395
H  -1.6275  -0.5957  -1.3958



No. 9
Entry from the Open Molecules 2025 dataset: an isolated molecule of C5H4 (the ωB97M-V functional and the def2-TZVPD basis).

Properties
LUMO (spin up / spin down) = -0.0290 / -0.0440 Eh
Orbital gap (spin up / spin down) = 6.86 / 6.76 eV

Cartesian coordinates (Å):
C  2.8467  -0.1037  -0.1345
C  1.6537  0.1733  0.2075
C  -1.8589  -0.0652  -0.4520
C  0.4397  0.2522  0.5756
C  -0.9135  0.0389  0.6338
H  3.7130  -0.0799  -0.6703
H  -1.6623  0.0280  -1.5064
H  -1.3132  -0.0290  1.6496
H  -2.9050  -0.2145  -0.3033



No. 10
Entry from the Open Molecules 2025 dataset: an isolated molecule of C5H4 (the ωB97M-V functional and the def2-TZVPD basis).

Properties
LUMO = -0.0661 Eh
Orbital gap = 8.19 eV

Cartesian coordinates (Å):
C  0.0102  0.7962  -1.7370
C  -0.9955  1.0792  -2.4246
C  0.6534  0.2053  -0.7540
C  -0.2613  -0.2962  0.2308
C  -0.0592  -0.5904  1.4799
H  1.7447  0.1133  -0.5246
H  -1.2319  -0.2259  -0.1315
H  -0.8657  -0.7364  2.1513
H  1.0053  -0.3450  1.7097



No. 11
Entry from the Open Molecules 2025 dataset: an isolated molecule of C5H4 (the ωB97M-V functional and the def2-TZVPD basis).

Properties
Structure (SMILES) = C#CC#CC
LUMO = 0.0356 Eh
Orbital gap = 10.26 eV

Cartesian coordinates (Å):
C  0.2217  -2.0026  0.1070
C  0.4152  -0.5676  -0.0578
C  0.3639  0.6350  -0.1550
C  0.0113  1.9701  -0.1690
C  -0.4670  3.0760  -0.1300
H  -0.3809  -2.1636  1.0079
H  1.1554  -2.5610  0.2075
H  -0.3360  -2.3918  -0.7509
H  -0.9836  4.0056  -0.0597



No. 12
Entry from the Open Molecules 2025 dataset: a cluster of 16 separate species, C5H40ClN2O17 in total (the ωB97M-V functional and the def2-TZVPD basis).

Properties
Net charge = -1
LUMO = 0.0479 Eh
Orbital gap = 5.95 eV

Cartesian coordinates (Å):
C  2.7477  0.4354  -0.5718
C  2.2919  -1.0784  -0.2808
C  1.1182  -1.1817  0.8147
N  0.0052  -0.2433  0.5956
C  -0.8005  -0.5229  -0.5838
N  -0.9774  -1.9315  -0.8844
Cl  -0.2442  0.3130  -2.1241
C  -2.2623  0.0734  -0.2753
O  -3.2879  -0.5925  -0.4674
O  -2.2719  1.2731  0.1862
H  2.3876  1.1408  0.2212
H  3.8686  0.4717  -0.5073
H  2.4647  0.7929  -1.5853
H  3.1900  -1.5827  0.1711
H  2.0633  -1.6497  -1.2110
H  1.5990  -0.8869  1.7822
H  0.7873  -2.2383  0.9765
H  0.3011  0.7278  0.6399
H  -0.2225  -2.3103  -1.4542
H  -1.1238  -2.5015  -0.0557
O  3.1069  0.6895  2.6925
H  2.6105  1.4871  2.9249
H  3.7328  0.5943  3.4205
O  -3.5925  2.5306  -2.7344
H  -4.3994  2.2411  -2.2938
H  -2.9541  1.8375  -2.5238
O  1.2939  -0.6423  4.4758
H  1.7017  -0.0644  3.8109
H  0.8485  -0.0279  5.0730
O  -1.9483  -4.1468  -3.2382
H  -1.5972  -3.5206  -2.5957
H  -1.2884  -4.1585  -3.9420
O  -2.2491  -4.4920  -6.2176
H  -2.3705  -4.7231  -7.1480
H  -3.0604  -4.7923  -5.7909
O  -4.1982  -1.6047  -3.5611
H  -3.8983  -2.5210  -3.6296
H  -3.8247  -1.2998  -2.7170
O  -6.4574  -2.7973  -4.8875
H  -5.7989  -2.1751  -4.5362
H  -7.0104  -2.2550  -5.4588
O  3.1459  3.3805  4.3618
H  2.6515  4.1744  4.5956
H  3.7727  3.2750  5.0878
O  5.1555  4.9145  4.5865
H  5.6262  5.5938  4.0904
H  5.1650  4.1490  4.0019
O  4.4226  7.3565  3.5014
H  3.7720  7.3490  4.2123
H  5.0646  8.0206  3.7783
O  1.3814  2.2222  6.5278
H  1.7916  2.8097  5.8773
H  0.9238  2.8178  7.1315
O  -4.5605  4.7156  -0.8681
H  -4.1550  3.8714  -0.6268
H  -4.6622  4.6566  -1.8237
O  -1.7347  -3.9805  -9.0528
H  -0.8480  -3.7801  -9.3710
H  -2.1442  -3.1146  -8.9390
O  2.4355  -4.1303  -0.7200
H  2.3335  -4.6484  -1.5265
H  2.2852  -4.7669  -0.0119
O  -1.0367  -1.3931  6.2442
H  -0.7082  -0.7472  6.8787
H  -0.3582  -1.4135  5.5551



No. 13
Entry from the Open Molecules 2025 dataset: a cluster of 14 separate species, C5H40N2O13S in total (the ωB97M-V functional and the def2-TZVPD basis).

Properties
LUMO = -0.0044 Eh
Orbital gap = 8.56 eV

Cartesian coordinates (Å):
C  -0.2492  0.5558  -0.7642
N  -1.3503  1.3902  -0.2846
C  -1.0439  2.1495  0.9100
C  -1.9710  3.3841  0.9783
S  -1.3960  4.5968  2.2325
C  -1.0599  1.3747  2.2330
C  -0.7027  -0.8820  -1.0573
N  -1.2536  -1.5953  0.0621
H  0.2254  1.1106  -1.5696
H  0.5448  0.4299  -0.0329
H  -2.2925  1.0774  -0.3993
H  -0.0713  2.6377  0.8029
H  -2.9738  2.9880  1.1775
H  -2.0720  4.0060  0.0925
H  -2.1160  4.0937  3.2539
H  -2.0362  1.3899  2.7249
H  -0.3443  1.9006  2.8643
H  -0.7403  0.3515  2.0771
H  -1.4353  -0.8834  -1.8779
H  -0.0012  -1.4499  -1.6630
H  -2.1603  -1.2769  0.3951
H  -0.6852  -1.6057  0.8903
H  1.2778  4.0522  -1.2012
H  1.6114  2.5267  -1.7628
O  1.0862  3.3357  -1.8029
H  -0.8853  -2.2424  -4.6337
H  -0.0967  -0.9426  -4.1780
O  -0.1469  -1.8988  -4.1282
H  2.8616  -4.3248  0.7149
H  1.5313  -4.9753  0.2228
O  1.9145  -4.3780  0.8714
H  3.6076  0.1525  0.3555
H  4.9701  0.8868  0.3048
O  4.5552  0.0272  0.2419
H  -3.5931  -0.4295  2.2003
H  -3.8666  0.4517  1.0006
O  -4.1008  -0.4025  1.3805
H  -1.7482  -3.8446  2.0695
H  -2.1220  -3.1547  0.7795
O  -2.4656  -3.8090  1.4252
H  3.7688  -1.7826  3.5904
H  3.3447  -1.2201  2.2487
O  3.7262  -0.9699  3.0991
H  -2.1058  3.3745  -3.4429
H  -0.6602  3.0918  -3.2435
O  -1.3515  2.9978  -3.9094
H  3.8987  -1.7504  -1.7872
H  2.5618  -1.4960  -2.4911
O  3.4774  -1.1931  -2.4508
H  3.6362  2.2317  -2.9677
H  3.6119  0.7608  -2.4887
O  3.0676  1.5602  -2.5800
H  0.6993  -1.1998  4.7622
H  -0.7681  -1.0245  5.1954
O  -0.1876  -1.0349  4.4280
H  1.5948  -2.2268  0.9864
H  0.7225  -1.0441  1.5495
O  1.5788  -1.2833  1.2005
H  -3.2341  -0.8281  -2.5047
H  -3.2737  -2.3063  -2.8519
O  -3.3135  -1.4307  -3.2484



No. 14
Entry from the Open Molecules 2025 dataset: a cluster of 15 separate species, C5H40N2O14 in total (the ωB97M-V functional and the def2-TZVPD basis).

Properties
LUMO = -0.0005 Eh
Orbital gap = 8.69 eV

Cartesian coordinates (Å):
C  0.4930  0.3600  -1.8056
C  -0.8565  -0.1287  -1.1684
C  -2.0471  0.4809  -1.8080
C  -3.1034  -0.1852  -2.2558
C  -2.1775  2.6635  -0.3830
N  -2.1378  1.8984  -1.6535
N  0.4718  -0.1731  -3.1852
H  0.7073  1.4639  -1.6952
H  1.3359  -0.1503  -1.2624
H  -0.7774  -1.2007  -1.1709
H  -0.7822  0.2187  -0.1735
H  -2.9624  -1.2615  -2.4583
H  -4.0415  0.2551  -2.2807
H  -1.4495  3.5259  -0.5432
H  -1.9762  2.1347  0.5449
H  -3.1318  3.2130  -0.2277
H  -2.7555  2.3744  -2.3423
H  -0.3980  0.0716  -3.5935
H  1.2695  0.1368  -3.7146
H  -0.3370  0.2184  4.7897
H  -0.1896  -1.2065  5.2307
O  -0.8099  -0.3481  5.2531
H  3.7858  1.5636  -1.6052
H  4.0897  3.0774  -1.9373
O  4.4213  2.1891  -1.9072
H  5.2694  -1.0663  0.2823
H  5.2337  0.3993  0.0906
O  4.7356  -0.3363  -0.0209
H  1.1369  -0.3901  2.3154
H  2.3155  -0.0600  3.1647
O  1.3989  0.2764  3.0841
H  3.5332  -1.0369  -1.5178
H  2.3263  -1.6097  -2.2975
O  3.0115  -1.9169  -1.6199
H  0.9529  3.3479  -1.9963
H  -0.5826  3.2221  -1.9905
O  0.2002  3.7845  -1.9904
H  -1.3366  -3.6109  -1.6481
H  -1.8573  -4.4865  -0.6126
O  -2.1084  -4.0524  -1.4856
H  -4.2336  -0.7857  0.9314
H  -3.7672  -1.0566  2.4728
O  -4.0999  -1.2398  1.6775
H  1.1301  1.8826  2.5412
H  0.7662  3.2848  2.9687
O  1.0154  2.7574  2.2583
H  -2.2675  -0.9650  4.0954
H  -1.5029  -1.5658  2.9414
O  -2.2837  -1.7016  3.5266
H  -0.5634  -2.0275  1.2731
H  0.8709  -2.3805  1.2889
O  0.3025  -1.6947  1.5142
H  -2.5162  -1.9758  1.1146
H  -2.2939  -3.0728  0.1156
O  -1.8603  -2.6037  0.7270
H  1.7563  -3.5308  -0.9444
H  0.9319  -2.1152  -0.4985
O  0.9268  -3.1337  -0.5612
H  2.0235  3.4195  -0.2825
H  2.5253  2.3847  0.6847
O  2.2697  2.4647  -0.2485